Record 1
The following is a DFT calculation (the ωB97M-V functional and the def2-TZVPD basis) of a structure of composition C40H47F12IrNO6SSi.

Computed properties:
net charge	-1
2S+1	5
<S²>	6.04
gap between HOMO and LUMO (alpha / beta)	0.235 / 0.215	Ha

Last column: Mulliken spin population.
CARTESIAN COORDINATES (ANGSTROEM)
Ir -0.361181 -0.492637 0.017993  2.365
S -2.033811 -1.991915 0.940560  0.144
Si -1.665997 -1.406902 2.878075  0.067
F 2.470655 0.733283 -2.662018  -0.001
F 3.717553 -0.882311 1.625526  0.000
F -4.034555 1.492444 -2.374401  0.000
F 3.627285 -1.086953 -2.541350  0.000
F -2.926803 3.688557 0.926340  0.001
F 5.212270 -0.621689 0.081018  0.001
F -4.240414 0.106825 -0.734549  0.001
F 3.838967 -2.261192 -0.012142  -0.001
F -4.569527 3.211734 -0.387165  0.002
F 4.515729 0.803654 -2.015706  0.001
F -4.159679 1.968957 1.306858  -0.001
F -2.528155 -0.000758 -2.048884  -0.004
O -1.351177 -2.675500 3.902659  0.006
O 1.738794 -0.858186 -0.499510  0.072
O -2.868521 -0.595095 3.660007  0.040
O -1.867240 1.103994 0.459571  0.204
O -0.359412 -0.383354 2.900440  0.133
O -0.288987 -2.351749 -1.551174  -0.014
N 0.390522 1.531752 -0.648458  0.654
C -3.571109 2.662860 0.343259  0.022
C -2.216463 3.712710 -2.130758  -0.037
C 0.611991 -2.743925 -2.271890  0.029
C 0.076036 -1.002242 -3.958302  0.015
C -0.097292 4.244714 -3.082425  -0.045
C -2.117516 5.591705 -3.788981  -0.004
C 2.524677 3.884012 1.184869  -0.050
C 3.716060 3.180313 1.324688  0.084
C -3.354607 0.835219 -1.408732  -0.005
C 0.083909 -0.155758 5.268289  0.004
C 2.861526 -0.119234 -0.478372  -0.001
C 1.582857 -3.784713 -1.798776  0.008
C 1.542471 2.029229 -0.039340  -0.005
C 2.723112 1.284514 0.136678  0.072
C 0.862686 -1.144812 -6.224364  0.006
C 3.923629 -0.970987 0.305796  0.005
C 1.443742 -2.858930 -4.647038  0.005
C -1.678601 2.684291 -1.365763  0.082
C -1.458985 4.504788 -2.984187  0.074
C 0.726068 -2.194547 -3.659562  0.007
C -0.880010 1.740220 3.925910  0.000
C 0.475668 3.261740 -2.302757  0.124
C -4.747667 -2.069718 3.254600  0.012
C 3.386414 0.082155 -1.932567  -0.005
C -0.548944 -3.832420 3.719252  -0.002
C -2.547592 1.788647 -0.463126  -0.006
C -4.118236 -1.033200 4.178836  -0.009
C -3.902343 -1.612047 5.572900  0.000
C -4.991901 0.212281 4.250437  0.000
C 1.507335 -2.338451 -5.932156  -0.004
C -0.290619 2.480733 -1.423334  -0.113
C 4.892439 3.773307 2.048799  -0.004
C 0.053080 0.534463 3.910773  0.004
C 0.675855 -3.518765 2.863062  -0.001
C 1.457416 0.967304 3.511636  -0.029
C 0.149996 -0.475518 -5.236261  -0.005
C 3.786043 1.901158 0.790073  -0.043
C 1.467324 3.323530 0.506392  0.112
C -1.398478 -4.915896 3.065501  0.002
C -0.118427 -4.265487 5.116766  0.000
H 0.521595 4.819337 -3.760810  0.001
H 1.956237 -3.783529 -4.416342  0.001
H -1.740772 -4.578754 2.086065  0.003
H -0.996845 -4.433971 5.741457  0.000
H 0.369008 0.563308 6.040042  0.001
H -4.790533 -1.687740 2.234964  -0.002
H 5.831438 3.370066 1.670243  0.002
H -4.457597 1.002486 4.778953  0.000
H 0.919473 -0.732569 -7.224245  0.000
H -5.759210 -2.307123 3.591521  -0.001
H 2.062147 -2.861178 -6.700850  0.000
H 1.476500 -3.893266 -0.723576  0.000
H -4.160327 -2.990214 3.244335  -0.004
H -1.378774 6.254425 -4.239569  0.000
H 0.810613 -0.970842 5.268557  0.000
H -1.831417 1.507063 4.401612  -0.001
H 1.212251 -2.657577 3.263954  -0.003
H 4.916299 4.857805 1.939428  0.003
H 4.846999 3.551100 3.117588  0.008
H -5.922446 -0.000117 4.782085  0.000
H -0.893933 -0.568028 5.519153  -0.001
H 1.417545 1.624861 2.646974  0.002
H 0.380878 -3.284999 1.838291  -0.006
H 2.602623 -3.496344 -2.045700  0.002
H -4.845702 -1.979482 5.983128  0.000
H -0.345380 0.460425 -5.459274  0.000
H -0.821164 -5.835171 2.943661  0.000
H -1.083335 2.052538 2.899798  -0.002
H -2.268367 -5.131032 3.688891  -0.001
H 1.534095 3.056937 -2.380760  0.005
H 4.719485 1.368696 0.892800  0.001
H -3.278222 3.902720 -2.071528  -0.001
H -3.509874 -0.841894 6.240241  0.000
H 2.420767 4.872460 1.616426  0.002
H -3.186165 -2.431357 5.531950  0.000
H 1.366092 -4.740490 -2.285023  0.000
H 1.942096 1.503573 4.331795  0.000
H 2.058000 0.094170 3.254784  0.001
H 0.529730 3.857624 0.427884  0.004
H 0.464879 -5.187694 5.074343  0.000
H -0.468598 -0.490940 -3.175353  0.013
H -5.229245 0.572292 3.249120  0.000
H -2.723958 5.170929 -4.593836  0.006
H 0.489420 -3.488225 5.581718  0.000
H 1.351755 -4.376505 2.854704  0.000
H -0.401770 2.563339 4.463207  0.000
H -2.779848 6.192989 -3.165026  0.003

Forces on atoms 1 to 3 (eV/Å):
Ir -0.3 0.0 0.6
S 0.3 0.0 -0.3
Si 0.1 0.2 0.5



Record 2
The following is a DFT calculation (the ωB97M-V functional and the def2-TZVPD basis) of a cluster of 7 separate species, C40H47FNP in total.

Computed properties:
net charge	0
SMILES string	CNCP[C@@H](C)F.c1ccccc1.c1ccccc1.c1ccccc1.c1ccccc1.c1ccccc1.c1ccccc1
2S+1	1
energy relative to the best compared isomer or geometry (same formula, charge and spin)	0.000	eV
gap between HOMO and LUMO	0.349	Ha

Last column: Löwdin charge in e.
CARTESIAN COORDINATES (ANGSTROEM)
P 5.165129 0.933998 3.388820  0.969
F 3.934921 1.130959 1.080795  -0.113
N 7.338294 0.091361 1.816193  -0.200
C 3.184489 -0.724076 2.350423  -0.103
C -1.434038 7.833230 2.505797  -0.099
C -2.443606 -5.241091 -8.651102  -0.099
C -0.011877 2.333713 1.633780  -0.086
C 3.434062 -4.727667 3.636341  -0.106
C -2.410635 7.632600 3.471208  -0.101
C 1.526885 -2.305085 -3.919641  -0.097
C -1.223128 -4.975420 -8.046290  -0.097
C 4.381627 0.109333 1.933263  -0.605
C -3.509753 -5.250174 -6.496260  -0.097
C 3.097312 -5.806697 5.757413  -0.098
C 2.104133 -2.135024 -2.668769  -0.093
C -7.365448 4.737685 -0.994773  -0.096
C -0.626883 -1.762154 -2.998879  -0.093
C 6.973749 0.949352 2.925375  -0.465
C 0.161464 -2.119162 -4.084382  -0.101
C 1.315114 -1.779551 -1.584076  -0.093
C -5.877359 2.408530 -0.752293  -0.110
C -3.586448 -5.379239 -7.875953  -0.099
C 3.951173 -5.354435 4.761512  -0.098
C -1.146708 -4.848644 -6.666473  -0.104
C 1.726740 -5.633228 5.627602  -0.097
C 2.063587 -4.552878 3.507174  -0.100
C -5.593242 3.310396 -1.768259  -0.100
C 7.618355 -1.274351 2.203376  -0.147
C -1.949398 2.382740 0.212755  -0.106
C -2.289528 -4.984164 -5.891044  -0.097
C -7.648239 3.836536 0.022150  -0.098
C -1.374989 2.532498 1.466907  -0.102
C -3.338988 6.612247 3.317260  -0.099
C -3.290065 5.793498 2.197801  -0.100
C -2.312570 5.993519 1.233245  -0.097
C 0.202832 1.837417 -0.708058  -0.098
C -0.050201 -1.593050 -1.748130  -0.100
C 1.209763 -5.006763 4.502445  -0.095
C -6.337367 4.475532 -1.889213  -0.095
C -6.902798 2.672380 0.144967  -0.097
C -1.161408 2.034055 -0.875424  -0.098
C -1.384753 7.013511 1.386694  -0.091
C 0.779515 1.984699 0.546477  -0.084
H -0.661775 -1.303450 -0.903246  0.102
H -6.114209 5.180642 -2.679253  0.101
H 7.513172 0.678693 3.844083  0.067
H -8.448548 4.042872 0.720895  0.100
H 8.427918 -1.366757 2.937563  0.077
H -2.227719 -4.881364 -4.815092  0.100
H 8.088128 0.490611 1.275135  0.101
H 0.140788 -4.872143 4.400837  0.101
H 5.020152 -5.491841 4.861604  0.099
H -0.195013 -4.643924 -6.192398  0.093
H 3.490587 -1.468084 3.081101  0.057
H 3.169579 -2.276594 -2.540369  0.100
H 0.437002 2.454237 2.611843  0.102
H 2.439154 -0.066603 2.799325  0.073
H -7.945985 5.646075 -1.089377  0.100
H -7.119200 1.971832 0.941128  0.100
H 2.722953 -1.200015 1.486173  0.058
H 1.660126 -4.061160 2.631130  0.098
H -2.448521 8.271652 4.344013  0.098
H 6.721205 -1.712485 2.647087  0.066
H -0.290156 -2.252678 -5.059503  0.092
H -3.013318 2.543229 0.082641  0.082
H 7.868909 -1.864767 1.324135  0.080
H -4.401323 -5.357523 -5.892166  0.100
H 3.500333 -6.294472 6.635400  0.100
H 5.164454 -0.203301 4.216547  -0.064
H -0.620184 7.166190 0.636046  0.101
H 5.100414 -0.464647 1.354358  0.090
H 2.142240 -2.579509 -4.766982  0.099
H -2.272720 5.349873 0.364236  0.094
H -0.331621 -4.867268 -8.650397  0.100
H -4.537968 -5.587675 -8.347629  0.099
H 1.060699 -5.986090 6.404179  0.100
H 0.817168 1.561350 -1.555789  0.103
H -1.609551 1.914361 -1.854241  0.099
H -1.990561 2.814983 2.311439  0.099
H 7.243492 1.979728 2.703220  0.067
H 4.100700 -4.374451 2.859502  0.097
H 1.841042 1.826807 0.677199  0.079
H -2.504402 -5.339485 -9.727199  0.099
H -5.294438 1.501100 -0.655699  0.098
H -0.709938 8.628694 2.626283  0.099
H -4.100758 6.455427 4.070217  0.098
H -4.789805 3.106475 -2.464659  0.099
H -4.016121 4.999142 2.074400  0.099
H 1.765344 -1.640556 -0.609664  0.083
H -1.691404 -1.614062 -3.128783  0.101

Forces on atoms 1 to 3 (eV/Å):
P -0.1 0.3 0.1
F 0.0 0.1 -0.2
N 0.0 0.1 0.0